Here is a structure of composition C22H22N3O4ReTe from the OMol25 dataset. Energies are from ωB97M-V with the def2-TZVPD basis set.

Kohn-Sham gap (spin up / spin down): 6.6912 / 5.4537 eV
<S²>: 0.78
charge: +1
2S+1: 2
HOMO (spin up / spin down): -10.56 / -10.56 eV

Structure (XYZ):
```
53
C22H22N3O4ReTe, DFT ωB97M-V with the def2-TZVPD basis set
Re 0.95 -0.16 -0.24
O 4.34 1.55 -1.88
C 3.26 1.33 -1.38
O 2.77 0.18 -1.06
C 2.28 2.43 -1.03
C 2.54 3.76 -1.26
C 1.59 4.70 -0.91
C 0.41 4.25 -0.33
C 0.22 2.90 -0.12
N 1.15 1.99 -0.47
H 3.48 4.02 -1.72
H 1.75 5.75 -1.08
H -0.37 4.94 -0.03
H -0.67 2.52 0.35
O -0.77 0.24 -2.02
C -1.53 0.28 -1.06
N -0.99 0.09 0.20
C -2.02 0.14 1.16
O -1.87 0.02 2.35
C -3.29 0.38 0.40
C -4.58 0.50 0.86
C -5.57 0.72 -0.10
C -5.27 0.82 -1.46
C -3.96 0.70 -1.91
C -2.98 0.47 -0.96
H -4.82 0.42 1.91
H -6.60 0.82 0.22
H -6.07 0.99 -2.16
H -3.71 0.77 -2.96
C 3.64 -2.43 0.24
C 2.39 -2.97 -0.31
C 2.22 -4.32 -0.75
C 0.95 -4.42 -1.23
C 0.35 -3.13 -1.11
C -1.02 -2.80 -1.54
N 1.23 -2.26 -0.54
H 4.42 -3.19 0.18
H 3.54 -2.15 1.29
H 3.95 -1.54 -0.31
H 2.98 -5.07 -0.69
H 0.44 -5.29 -1.63
H -1.51 -3.69 -1.94
H -1.00 -2.04 -2.32
H -1.61 -2.43 -0.71
C 1.00 -1.54 3.23
Te 2.07 -0.06 2.13
C 1.06 1.58 3.02
H 1.40 -1.59 4.24
H 1.14 -2.49 2.73
H -0.05 -1.26 3.22
H -0.01 1.44 2.93
H 1.39 2.48 2.51
H 1.35 1.63 4.07
```

Atom charges from the natural (NBO) analysis, given in e for atoms 1 to 4: 1.036, -0.570, 0.744, -0.729


Here is a structure of composition C4H7EuO2 in a non-equilibrium geometry from the OMol25 dataset. Energies are from ωB97M-V with the def2-TZVPD basis set.

Kohn-Sham gap (spin up / spin down): 5.4083 / 7.0922 eV
<S²>: 20.01
2S+1: 9
HOMO (spin up / spin down): -5.33 / -7.19 eV

Structure (XYZ):
```
14
C4H7EuO2, DFT ωB97M-V with the def2-TZVPD basis set
O 0.99 -1.15 -0.07
C -0.04 -1.43 0.69
C -1.34 -1.49 0.29
H -2.13 -1.55 1.04
H 0.15 -1.37 1.78
H -1.58 -1.77 -0.74
Eu 2.24 0.68 -0.98
C -0.98 1.19 -2.61
C -0.84 1.57 -1.31
O -1.23 -0.03 -3.09
H -0.82 1.91 -3.42
H -0.76 2.65 -1.15
H -0.88 1.14 -0.31
H -2.12 -0.10 -3.50
```

Atom charges from the natural (NBO) analysis, given in e for atoms 1 to 4: -1.015, 0.206, -0.641, 0.192


Here is the molecule C24H23FN4O4S from the OMol25 dataset. Energies are from ωB97M-V with the def2-TZVPD basis set.

Kohn-Sham gap: 8.3999 eV
SMILES: CCn1cc(C(=O)O)c(=O)c2cc(F)c(N3CCN(C(=S)NC(=O)c4ccccc4)CC3)cc21
HOMO: -8.44 eV

Structure (XYZ):
```
57
C24H23FN4O4S, DFT ωB97M-V with the def2-TZVPD basis set
C -2.32 -3.63 1.11
C -2.04 -2.67 -0.05
N -0.61 -2.50 -0.26
C -0.02 -3.15 -1.27
C 1.30 -3.07 -1.59
C 1.80 -3.86 -2.75
O 1.07 -4.60 -3.38
O 3.08 -3.71 -3.05
C 2.18 -2.22 -0.82
O 3.38 -2.07 -1.08
C 1.52 -1.54 0.28
C 2.29 -0.71 1.11
C 1.71 -0.01 2.13
F 2.52 0.73 2.92
C 0.31 -0.04 2.36
N -0.24 0.76 3.37
C 0.14 2.15 3.38
C -0.41 2.83 2.10
N -1.66 2.18 1.74
C -1.93 1.69 0.51
S -3.25 0.76 0.19
N -1.05 2.04 -0.51
C -0.60 1.15 -1.47
O -0.88 -0.02 -1.46
C 0.34 1.75 -2.45
C 0.25 3.07 -2.88
C 1.16 3.55 -3.81
C 2.16 2.73 -4.30
C 2.25 1.41 -3.88
C 1.34 0.92 -2.96
C -2.44 1.77 2.88
C -1.66 0.68 3.67
C -0.42 -0.91 1.57
C 0.15 -1.67 0.54
H -3.39 -3.72 1.25
H -1.88 -3.27 2.03
H -1.92 -4.61 0.89
H -2.46 -3.08 -0.97
H -2.50 -1.70 0.11
H -0.65 -3.79 -1.88
H 3.50 -3.08 -2.40
H 3.35 -0.65 0.94
H -0.28 2.60 4.28
H 1.22 2.28 3.43
H 0.32 2.71 1.30
H -0.58 3.90 2.28
H -0.66 2.97 -0.52
H -0.55 3.71 -2.54
H 1.08 4.57 -4.16
H 2.87 3.12 -5.02
H 3.03 0.77 -4.26
H 1.39 -0.10 -2.63
H -3.40 1.38 2.53
H -2.62 2.64 3.51
H -1.77 0.86 4.75
H -2.04 -0.32 3.46
H -1.49 -0.97 1.71
```

Atom charges from the natural (NBO) analysis, given in e for atoms 1 to 4: -0.619, -0.221, -0.357, 0.174


Here is the ion C6H12NO with charge +1 in a non-equilibrium geometry from the OMol25 dataset. Energies are from ωB97M-V with the def2-TZVPD basis set.

Kohn-Sham gap: 5.1003 eV
charge: +1
HOMO: -12.75 eV

Structure (XYZ):
```
20
C6H12NO, DFT ωB97M-V with the def2-TZVPD basis set
C -2.96 0.20 0.34
C -1.72 -0.77 -0.21
C -0.52 -0.09 -0.58
C 0.89 -0.73 -0.43
C 1.96 0.07 0.41
C 3.30 0.17 0.04
O 4.35 0.43 0.83
N -2.37 1.51 0.77
H -3.59 0.31 -0.52
H -3.52 -0.41 1.23
H -2.23 -1.35 -1.04
H -1.43 -1.44 0.66
H 0.84 -1.75 0.01
H 1.35 -0.83 -1.45
H 1.55 0.62 1.28
H 3.54 0.01 -1.00
H 5.18 0.07 0.51
H -1.34 1.34 0.50
H -2.64 2.35 0.23
H -0.63 0.30 -1.60
```

Atom charges from the natural (NBO) analysis, given in e for atoms 1 to 4: -0.154, -0.608, 0.366, -0.520


For the records above, the corresponding energy values read -1662.88760, -1017.26201, -1946.47546, -365.34435 Eh.
For the records above, the corresponding energy relative to the best compared isomer or geometry (same formula, charge and spin) values read 77.83, 0.00, 3.41, 538.25 kJ/mol.